[1]
Entry from the OMol25 dataset: an isolated molecule of C4H11N3 (ωB97M-V/def2-TZVPD).

```
! RIJCOSX wB97M-V def2-TZVPD def2/J DEFGRID3
* xyz 0 1
C -0.515 0.087 -0.167
C -1.533 -0.985 -0.327
C -0.977 1.483 -0.381
C 0.925 -0.241 0.031
N 0.592 -0.394 1.525
N 1.767 0.963 -0.042
N 1.440 -1.306 -0.670
H 0.573 -1.356 1.842
H 0.999 0.265 2.179
H 1.891 1.165 -1.031
H 2.688 0.651 0.259
H 0.818 -2.112 -0.616
H -2.397 -0.779 0.308
H -1.896 -0.973 -1.361
H -1.146 -1.979 -0.117
H -0.816 1.715 -1.443
H -2.040 1.609 -0.175
H -0.374 2.188 0.186
*
```

Calculated values
E_HOMO (alpha / beta) = -6.95 / -6.95 eV
Kohn-Sham gap (alpha / beta) = 6.8 / 6.8 eV
LUMO level (alpha / beta) = -0.17 / -0.17 eV

[2]
Entry from the OMol25 dataset: an isolated molecule of C4H11N3 in a non-equilibrium geometry (ωB97M-V/def2-TZVPD).

```
! RIJCOSX wB97M-V def2-TZVPD def2/J DEFGRID3
* xyz 0 1
C -0.586 1.702 -0.058
C 0.042 0.455 0.541
C 1.160 -0.174 -0.360
N 2.492 -0.067 0.142
N 0.546 -1.487 -0.381
N -0.682 -0.806 0.545
C -1.972 -0.867 -0.089
H -1.454 2.018 0.520
H -0.895 1.536 -1.089
H 0.153 2.501 -0.058
H 0.401 0.672 1.552
H 1.125 0.264 -1.366
H 3.191 -0.337 -0.538
H 2.606 -0.600 0.997
H 0.825 -2.136 0.353
H -2.676 -0.258 0.482
H -1.959 -0.515 -1.130
H -2.318 -1.900 -0.064
*
```

Calculated values
E_HOMO = -8.24 eV
SMILES = C[C@@H]1[C@@H](N)NN1C
Kohn-Sham gap = 9.4 eV
LUMO level = 1.19 eV

[3]
Entry from the OMol25 dataset: an isolated molecule of C4H11N3 in a non-equilibrium geometry (ωB97M-V/def2-TZVPD).

```
! RIJCOSX wB97M-V def2-TZVPD def2/J DEFGRID3
* xyz 0 1
N 2.560 1.208 0.300
C 1.807 0.809 -0.777
N 1.277 -0.359 -0.951
C -0.177 -0.153 -0.738
C -0.557 -1.218 0.270
C -1.992 -1.012 0.623
N -2.314 0.474 0.743
H 3.039 0.411 0.572
H 2.465 2.030 0.859
H 1.201 1.754 -1.183
H -0.832 -0.383 -1.603
H -0.317 0.819 -0.244
H -0.479 -2.230 -0.143
H -0.035 -1.195 1.191
H -2.573 -1.482 -0.155
H -2.334 -1.305 1.534
H -3.178 0.940 0.558
H -2.102 0.819 1.704
*
```

Calculated values
E_HOMO = -7.85 eV
SMILES = N/C=N/CCCN
Kohn-Sham gap = 8.9 eV
LUMO level = 1.01 eV

[4]
Entry from the OMol25 dataset: an isolated molecule of C4H11N3 in a non-equilibrium geometry (ωB97M-V/def2-TZVPD).

```
! RIJCOSX wB97M-V def2-TZVPD def2/J DEFGRID3
* xyz 0 1
H -3.340 0.526 0.385
N -3.179 -0.456 0.174
C -1.942 -0.707 0.323
N -1.498 -2.009 0.300
N -0.963 0.309 0.426
C 0.439 0.002 0.704
C 1.365 0.154 -0.489
C 2.006 1.550 -0.605
H -0.587 -2.219 -0.057
H -2.239 -2.686 0.318
H -1.029 0.864 -0.418
H 0.783 0.593 1.555
H 0.514 -1.005 1.117
H 0.873 -0.044 -1.446
H 2.203 -0.529 -0.421
H 1.315 2.382 -0.481
H 2.771 1.625 0.182
H 2.511 1.650 -1.567
*
```

Calculated values
E_HOMO = -8.85 eV
SMILES = [H]/N=C(/N)NCCC
Kohn-Sham gap = 9.8 eV
LUMO level = 0.91 eV

In kJ/mol, the energy above the lowest of the compared OMol25 structures with the same formula, charge and spin values for the records above are, in order, 418.3, 313.8, 417.8, 97.5.